(1)
Below is a molecular structure, C28H29BrFN8O3SSr, with properties calculated with wB97M-V/def2-TZVPD.

Properties
Total charge: +1
HOMO-LUMO gap in eV: 5.49
2S+1: 1
Calculated total energy in eV: -131998.93106

Structure (XYZ):
```
72
C28H29BrFN8O3SSr (wB97M-V/def2-TZVPD)
Sr -2.22 -0.68 -3.19
N -1.80 -2.87 -7.39
C -1.72 -1.90 -6.46
S -3.21 -1.18 -5.98
N -0.47 -1.65 -6.06
N -0.42 -0.71 -5.10
C 0.70 -0.18 -4.79
C 0.73 0.93 -3.83
C 1.95 1.53 -3.52
C 1.97 2.64 -2.69
C 0.77 3.12 -2.18
C -0.39 2.46 -2.53
N -0.43 1.40 -3.33
H -2.68 -3.08 -7.81
H -0.95 -3.26 -7.76
H 1.62 -0.45 -5.31
H 2.86 1.13 -3.94
H 2.91 3.12 -2.45
H 0.73 3.99 -1.54
H -1.35 2.80 -2.15
C -2.25 1.82 4.59
C -1.97 0.36 4.27
N -1.59 0.15 2.87
C -2.55 -0.21 1.98
C -2.36 -0.38 0.65
C -3.57 -0.77 -0.19
O -4.37 -1.56 0.29
O -3.59 -0.22 -1.33
C -1.04 -0.27 0.11
O -0.70 -0.55 -1.05
C -0.01 0.18 1.07
C 1.28 0.42 0.59
C 2.24 0.86 1.45
F 3.49 1.14 0.98
C 1.99 1.04 2.81
C 0.72 0.81 3.29
C -0.31 0.39 2.42
N 3.00 1.47 3.73
C 3.03 2.90 4.00
C 3.74 3.15 5.31
N 5.12 2.54 5.24
C 5.07 1.07 4.89
C 4.33 0.92 3.58
H -2.53 1.93 5.64
H -3.06 2.20 3.98
H -1.37 2.45 4.41
H -2.85 -0.25 4.45
H -1.19 -0.05 4.91
H -3.53 -0.39 2.40
H 1.48 0.27 -0.47
H 0.55 0.94 4.35
H 2.01 3.28 4.07
H 3.53 3.46 3.19
H 3.23 2.65 6.13
H 3.86 4.20 5.54
H 5.60 2.67 6.13
H 5.66 3.03 4.53
H 4.55 0.57 5.71
H 6.10 0.72 4.83
H 4.26 -0.13 3.32
H 4.91 1.41 2.78
Br -2.36 -6.38 -5.84
C -3.04 -5.28 -4.47
C -4.25 -5.57 -3.86
C -4.70 -4.73 -2.86
C -3.93 -3.64 -2.50
N -2.77 -3.36 -3.09
C -2.33 -4.16 -4.07
H -4.82 -6.43 -4.18
H -5.64 -4.91 -2.36
H -4.25 -2.96 -1.71
H -1.39 -3.90 -4.54
```

---

(2)
Below is 6 unconnected molecules or ions with the total composition C2H16N2O4, with properties calculated with wB97M-V/def2-TZVPD.

Properties
HOMO-LUMO gap in eV: 3.91
2S+1: 1
Calculated total energy in eV: -13495.11348

Structure (XYZ):
```
24
C2H16N2O4 (wB97M-V/def2-TZVPD)
C -1.43 -0.52 0.95
N -2.35 0.46 0.44
C 1.85 0.68 -0.98
N 1.81 -0.70 -0.53
H -1.87 -1.52 0.93
H -0.44 -0.62 0.42
H -1.19 -0.37 2.00
H -2.22 0.31 -0.57
H 2.84 1.10 -0.89
H 1.57 0.71 -2.05
H 1.97 -0.68 0.49
H 0.87 -1.09 -0.61
H 1.08 1.30 -0.51
H 1.15 -0.74 3.16
O 1.10 -0.55 2.22
H 0.71 2.23 2.44
H 0.53 0.73 2.03
O 0.07 1.69 1.96
H -2.00 1.39 0.69
H -1.59 0.80 -2.77
O -1.03 0.46 -2.06
H -0.57 -0.79 -2.21
H -0.68 -2.50 -2.46
O -0.17 -1.78 -2.08
```

---

(3)
Below is 2 unconnected molecules or ions with the total composition C2H6BrN2O, with properties calculated with wB97M-V/def2-TZVPD.

Properties
Total charge: +1
HOMO-LUMO gap in eV: 9.28
2S+1: 1
Calculated total energy in eV: -77232.35923

Structure (XYZ):
```
12
C2H6BrN2O (wB97M-V/def2-TZVPD)
C -1.07 -0.83 0.30
C 0.79 0.36 -0.46
N -0.90 -1.93 -0.35
N 0.35 1.58 0.27
O -1.66 -0.11 1.00
Br 2.50 -0.25 0.27
H 0.79 0.62 -1.49
H 0.05 -2.24 -0.71
H -1.68 -2.69 -0.16
H -0.52 1.76 -0.19
H 0.34 1.40 1.36
H 1.01 2.34 0.16
```

---

(4)
Below is 2 unconnected molecules or ions with the total composition CH8N2O2, with properties calculated with wB97M-V/def2-TZVPD.

Properties
Structure (SMILES): CON.NO
HOMO-LUMO gap in eV: 10.72
2S+1: 1
Calculated total energy in eV: -8238.36513

Structure (XYZ):
```
13
CH8N2O2 (wB97M-V/def2-TZVPD)
C -1.50 0.32 0.05
O -0.80 -0.65 -0.71
N -0.60 -1.84 0.05
H -2.48 -0.06 0.34
H -1.61 1.19 -0.59
H -0.93 0.58 0.95
H 0.41 -1.96 0.14
H -0.97 -2.61 -0.52
N 1.79 0.91 0.55
O 1.44 1.16 -0.81
H 2.78 0.63 0.54
H 1.75 1.82 1.01
H 0.72 0.53 -1.00
```

---

calculated total energy of number 1 (C28H29BrFN8O3SSr)? -131998.93106 eV

---

Among the records above, which one has the highest HOMO-LUMO gap? CH8N2O2